1.
67
Properties=species:S:1:pos:R:3 method="wB97M-V/def2-TZVPD" orbital_gap_ev=7.148 charge=+2 multiplicity=1
C 0.35 0.53 -3.40
C 3.08 2.06 -0.36
H 1.85 -1.04 -3.31
N 0.26 -2.15 -1.49
H 3.22 0.73 -2.03
H 3.05 2.95 -0.97
C -3.90 2.25 -2.00
H 3.04 3.12 1.51
C 3.25 -0.34 -0.16
C 1.52 -2.93 -1.41
H 1.91 -2.96 -0.40
O -1.91 -0.12 -0.08
N -0.64 0.62 -2.31
H 3.44 -2.39 1.52
H -1.11 -1.74 -3.04
C 3.08 2.15 1.03
C -0.25 3.18 1.75
C -0.38 0.91 2.61
C 3.16 1.01 1.81
H -1.76 -2.40 -0.98
C 3.16 0.81 -0.95
H -0.02 3.86 0.94
C -2.92 0.73 -0.42
H -0.09 0.94 -4.31
H -0.33 -1.07 3.42
H -0.96 -3.86 -1.52
H -1.87 1.68 -3.54
Ti -0.16 -0.19 -0.40
C -2.85 1.41 -1.64
H 1.29 -2.85 1.37
H -0.97 0.73 4.67
H 2.79 -1.52 2.92
C -0.05 -1.98 -2.95
O 0.31 1.34 0.37
H -1.65 -3.54 0.99
H -4.02 0.34 1.37
H -0.24 -4.46 0.56
N 0.06 -1.19 1.42
C -4.98 2.43 -1.15
C 3.50 -1.47 2.09
C -0.65 -3.45 0.56
C -0.84 -2.97 -0.89
C -0.77 1.42 3.86
C -5.02 1.74 0.06
H 0.01 -2.96 2.55
H 4.50 -1.43 2.54
C -0.66 3.65 2.99
C 0.81 -0.92 -3.62
C -0.12 1.82 1.57
H -0.77 4.72 3.14
H 0.81 -1.12 -4.70
C -3.99 0.88 0.43
C -0.21 -0.52 2.49
C 3.27 -0.25 1.23
H -1.23 3.16 5.00
C 0.23 -2.64 1.53
H 0.10 -2.95 -3.42
H 3.19 1.10 2.89
H 2.28 -2.49 -2.05
C -0.92 2.78 4.04
H -5.86 1.87 0.72
H -5.79 3.09 -1.43
H -3.87 2.77 -2.95
C -1.74 1.24 -2.55
H 1.20 1.16 -3.13
H 3.42 -1.30 -0.64
H 1.32 -3.95 -1.76

2.
63
Properties=species:S:1:pos:R:3 method="wB97M-V/def2-TZVPD" orbital_gap_ev=6.340 charge=+1 e_above_lowest_kj_mol=159.9 multiplicity=1
C 0.15 2.06 0.35
C -1.42 3.44 1.52
H -2.42 3.96 1.61
C -0.13 3.45 -3.60
H 0.39 2.65 -6.84
H -1.36 0.43 -0.41
C 0.64 -1.45 4.52
H -0.06 -0.56 -2.57
C 0.50 2.77 -4.66
C -1.76 -3.56 1.35
C -2.15 -4.87 1.10
H -1.70 -0.65 -2.21
H 3.53 -1.27 2.68
C -2.01 -5.41 -0.19
H 0.53 -2.73 -2.21
H 1.78 1.06 -5.23
C 1.13 2.34 1.29
H 1.40 0.64 -0.46
H 0.00 4.89 4.23
H 2.12 1.87 1.14
C 0.49 3.43 -6.05
H -1.00 -2.74 -3.08
C -0.54 -2.52 -2.11
C 1.35 -3.72 2.61
C -0.41 -0.34 -0.56
C -1.50 -4.64 -1.25
C 1.13 1.52 -4.43
Si 1.10 -1.87 2.75
H -1.43 -5.06 -2.27
H -0.17 -2.11 4.88
C 0.39 1.57 -2.09
H 2.75 -1.11 1.07
H -1.92 -3.11 2.32
C -1.17 -2.78 0.29
H -2.29 -6.48 -0.39
C 1.01 0.93 -3.18
C 0.38 0.92 -0.67
C -0.73 -0.97 -1.86
C 0.84 3.06 2.42
O -0.11 -1.22 1.77
H 2.32 -4.01 3.04
H -1.89 2.46 -0.31
H 1.60 3.21 3.23
H 2.49 0.16 2.31
H 0.29 -0.41 4.60
H -1.72 4.95 3.67
H -0.39 4.11 -6.14
H 1.34 -4.05 1.55
C 2.62 -0.93 2.15
H 1.41 4.04 -6.30
C -1.12 2.63 0.45
C -0.85 4.30 3.83
H -1.11 3.55 4.59
H -2.54 -5.49 1.91
C -0.48 3.59 2.56
C -1.11 -3.34 -1.03
H 0.57 -4.28 3.14
H 1.55 -0.02 -2.99
H -0.52 3.42 -1.54
C -0.21 2.82 -2.35
H -0.49 4.49 -3.71
H 1.50 -1.58 5.21
C -0.56 -1.42 0.52

3.
63
Properties=species:S:1:pos:R:3 method="wB97M-V/def2-TZVPD" orbital_gap_ev=4.063 charge=+1 e_above_lowest_kj_mol=30.6 multiplicity=1
C -0.86 0.26 -1.12
H -4.60 -0.15 3.30
H 0.17 0.73 4.84
C -3.43 -0.23 -4.52
H -0.28 3.56 4.76
H -3.07 -0.78 -5.39
C 1.24 0.04 3.11
H 0.93 3.01 5.92
H 1.34 4.30 4.77
C -1.22 -0.69 -3.41
H -5.42 0.07 -5.30
H 0.62 -0.75 -2.27
Si -3.50 -0.62 1.13
H 4.71 0.96 0.95
C -2.06 -1.66 1.71
H -6.20 1.36 -3.29
H 0.20 0.84 -2.90
H -0.79 -0.69 -4.42
H -4.96 1.12 2.10
C 0.79 3.36 4.89
C 4.72 0.08 0.30
C 6.87 -1.51 -2.43
H 7.43 -0.59 -2.63
C 4.90 -2.32 -1.12
C 5.82 -1.29 -1.38
H 6.43 -1.86 -3.37
C -2.22 0.51 -1.09
H -4.51 -2.03 -0.67
C 2.50 1.73 1.89
H -3.38 1.10 2.91
C 1.28 2.33 3.91
H -2.41 -2.42 2.42
H -4.63 1.83 -1.43
C 2.08 0.37 2.00
C 5.73 -0.11 -0.63
H 6.46 0.69 -0.81
H 1.63 -1.40 0.87
C -0.22 -0.06 -2.41
C -4.31 1.23 -2.28
C -4.85 -1.56 0.26
H -0.28 0.31 -0.20
C -4.17 0.46 2.49
H -5.24 -2.35 0.92
C -2.56 -0.05 -3.44
O -2.92 0.55 0.07
H 5.02 -3.29 -1.62
H -1.30 -1.05 2.23
H -5.68 -0.89 0.00
H 0.93 -1.00 3.22
H -1.33 -1.76 -3.15
C -4.73 0.26 -4.47
H -1.56 -2.18 0.88
H 7.58 -2.27 -2.10
H 3.04 2.03 1.00
C 3.63 -0.85 0.38
C -3.02 0.65 -2.30
C 2.39 -0.63 1.03
C 3.82 -2.11 -0.28
H 3.07 -2.89 -0.13
C 0.84 1.00 4.02
C -5.17 0.99 -3.35
C 2.16 2.66 2.86
H 2.55 3.68 2.80

Which energy belongs to each record? In order, -2250.58013, -1451.23188, -1451.28112 Eh.